69
Properties=species:S:1:pos:R:3:forces:R:3:lowdin_charge:R:1 method="wB97M-V/def2-TZVPD" e_above_lowest_kj_mol=0.0 e_homo_ev=-9.04 smiles="O=COCCOCOCCO.COCCOCCOC.COCCOCCOC" fmax_ev_per_a=4.9
O -3.408 0.631 -2.010 -1.4 0.4 -4.6 0.03
C -3.808 0.769 -3.197 0.6 -0.8 4.8 -0.24
O -5.173 0.508 -3.471 2.3 1.4 -0.6 -0.09
C -5.851 1.695 -3.959 -1.3 1.1 0.1 -0.14
C -6.561 2.399 -2.673 0.1 -1.9 0.3 -0.16
O -7.645 3.275 -3.036 1.9 0.5 0.1 -0.12
C -7.230 4.622 -3.328 -1.1 1.5 -1.2 -0.22
O -5.825 4.812 -3.565 -0.9 0.4 1.9 -0.17
C -5.186 5.478 -2.424 1.4 -0.1 0.6 -0.17
C -3.605 5.467 -2.746 -1.3 0.0 -0.8 -0.19
O -3.064 4.149 -2.431 -1.2 0.8 -0.4 -0.11
H -3.022 1.085 -3.958 -1.6 -0.3 0.2 0.17
H -5.149 2.432 -4.506 -1.0 -1.3 0.8 0.13
H -6.713 1.357 -4.647 1.5 0.5 1.0 0.15
H -7.047 1.515 -2.106 0.7 1.5 -0.9 0.15
H -5.803 2.841 -1.939 -1.0 -0.4 -1.2 0.12
H -7.618 5.372 -2.536 0.8 -1.4 -0.8 0.15
H -7.772 4.926 -4.304 0.9 -0.7 1.4 0.15
H -5.607 6.520 -2.228 0.5 -1.2 -0.6 0.13
H -5.326 4.887 -1.443 0.1 0.7 -1.5 0.14
H -3.055 6.298 -2.197 -0.6 -1.4 -0.5 0.13
H -3.511 5.650 -3.879 -0.1 -0.1 1.6 0.13
H -3.777 3.512 -2.680 0.9 0.7 0.3 0.05
C 4.564 -2.429 -1.030 -0.2 0.2 0.0 -0.11
O 3.534 -1.614 -1.555 0.0 -0.2 0.0 -0.21
C 3.500 -1.639 -2.978 -0.2 0.4 0.4 -0.20
C 2.151 -1.140 -3.484 0.1 -0.3 -0.2 -0.17
O 1.131 -2.139 -3.432 0.1 0.1 0.2 -0.13
C 0.627 -2.448 -2.131 -0.3 0.1 -0.2 -0.17
C -0.279 -1.358 -1.568 0.5 0.0 0.4 -0.19
O 0.501 -0.298 -1.023 0.0 0.0 -0.3 -0.21
C -0.229 0.912 -0.942 0.1 -0.1 0.1 -0.11
H 5.544 -2.086 -1.377 0.1 -0.1 0.0 0.09
H 4.530 -2.361 0.058 0.0 0.1 -0.1 0.07
H 4.405 -3.473 -1.317 0.1 -0.1 -0.1 0.09
H 3.675 -2.657 -3.345 0.0 0.0 -0.1 0.13
H 4.295 -0.978 -3.342 0.0 -0.1 -0.2 0.13
H 2.260 -0.894 -4.544 0.0 -0.1 0.0 0.13
H 1.838 -0.227 -2.975 0.1 -0.1 0.2 0.12
H 1.436 -2.700 -1.444 0.0 0.2 0.1 0.12
H 0.026 -3.351 -2.262 0.0 0.1 -0.1 0.13
H -0.889 -1.773 -0.756 -0.2 -0.1 -0.1 0.13
H -0.936 -0.984 -2.360 0.0 0.0 0.0 0.12
H -0.530 1.243 -1.941 -0.2 0.0 0.1 0.08
H 0.417 1.674 -0.505 0.0 -0.2 0.0 0.09
H -1.111 0.788 -0.305 -0.1 0.1 -0.1 0.08
C 2.163 -2.636 2.138 0.0 0.2 0.3 -0.11
O 2.396 -2.434 3.519 0.2 -0.2 -0.1 -0.20
C 2.243 -3.632 4.271 0.0 0.6 0.1 -0.20
C 2.918 -3.497 5.630 0.1 -0.3 -0.2 -0.17
O 4.331 -3.701 5.576 -0.1 0.3 -0.1 -0.14
C 5.091 -2.641 4.995 0.1 -0.1 0.4 -0.18
C 5.208 -1.424 5.907 -0.3 0.2 -0.5 -0.20
O 4.028 -0.630 5.828 -0.1 -0.1 0.3 -0.21
C 3.867 0.199 6.962 0.0 -0.1 -0.3 -0.11
H 1.142 -2.992 1.966 0.0 -0.1 -0.1 0.09
H 2.296 -1.683 1.625 -0.1 0.0 0.1 0.09
H 2.886 -3.351 1.732 -0.1 -0.1 -0.1 0.08
H 2.678 -4.480 3.728 0.0 0.0 0.1 0.13
H 1.168 -3.802 4.411 0.0 -0.2 0.0 0.13
H 2.537 -4.293 6.276 0.1 0.0 -0.1 0.13
H 2.674 -2.550 6.115 0.0 0.1 -0.2 0.12
H 4.710 -2.375 4.008 -0.1 0.2 0.1 0.12
H 6.095 -3.050 4.851 0.0 0.0 0.1 0.13
H 6.049 -0.800 5.579 0.2 -0.1 0.1 0.13
H 5.382 -1.754 6.937 0.0 -0.1 0.0 0.13
H 3.760 -0.409 7.868 0.1 0.1 0.1 0.09
H 2.957 0.786 6.832 0.1 -0.1 -0.1 0.09
H 4.717 0.881 7.066 0.0 0.0 0.1 0.09

=====

14
Properties=species:S:1:pos:R:3:forces:R:3:lowdin_charge:R:1 method="wB97M-V/def2-TZVPD" e_above_lowest_kj_mol=88.3 e_homo_ev=-14.46 fmax_ev_per_a=6.4 charge=+1
C -0.844 0.894 -1.071 -2.3 -5.9 0.2 0.05
C -1.175 -0.831 0.684 -2.0 2.6 2.6 0.03
C -0.377 0.244 0.168 -1.8 1.3 -0.6 -0.35
N 0.527 0.753 0.902 0.3 -0.8 1.7 0.26
Br 3.262 -0.812 -0.518 -0.8 1.2 0.6 0.37
H -0.479 0.157 -1.781 0.3 0.1 -0.9 0.13
H -0.399 1.743 -1.189 2.2 5.3 -1.2 0.04
H -1.958 0.820 -1.257 1.3 0.5 0.7 0.15
H -1.275 -1.648 0.094 -0.3 -2.4 -2.1 0.08
H -2.212 -0.320 0.819 1.5 -1.2 -0.2 0.17
H -0.813 -1.100 1.649 0.1 -0.6 0.8 0.10
H 0.664 0.457 1.855 0.0 -0.8 0.1 0.16
H 3.950 -1.851 -1.084 0.8 -1.2 -0.6 -0.31
H 1.129 1.494 0.729 0.8 1.9 -1.3 0.13

=====

20
Properties=species:S:1:pos:R:3:forces:R:3:lowdin_charge:R:1 method="wB97M-V/def2-TZVPD" e_above_lowest_kj_mol=426.0 e_homo_ev=-7.71 smiles="CN=S(=O)=O.CN/N=C/N" fmax_ev_per_a=3.6
C 0.550 -1.573 0.890 0.1 -1.0 -0.1 -0.29
C 1.512 1.764 1.316 -0.8 0.8 -0.5 -0.13
C -0.598 0.121 -2.726 -0.1 3.1 -1.7 -0.22
N -0.543 -2.390 0.905 -1.7 -0.2 0.4 0.07
N 1.298 0.393 1.680 0.3 1.1 0.0 -0.16
N -1.677 -0.266 -1.838 0.7 1.4 1.6 -0.24
N 0.368 -0.319 1.036 -1.5 -0.6 -0.6 -0.04
O -1.326 1.970 -0.475 -0.3 -2.0 0.1 -0.31
O -2.812 0.034 0.303 1.1 1.1 0.1 -0.32
S -1.795 0.590 -0.561 -1.6 -0.4 -0.9 0.72
H 1.513 -2.112 0.892 0.0 0.6 0.2 0.13
H 1.719 1.981 0.171 0.0 -0.4 2.2 0.10
H 0.555 2.291 1.584 1.0 -0.1 -0.4 0.08
H 2.289 2.074 2.051 -0.3 0.4 -1.1 0.09
H 0.182 0.774 -2.207 -0.5 -1.5 -0.7 0.07
H -0.311 -0.794 -3.218 0.9 0.0 0.0 0.05
H -0.923 0.885 -3.609 0.2 -1.8 1.9 0.12
H -0.757 -3.283 0.480 1.0 0.4 -0.2 0.10
H 2.104 -0.110 1.920 1.5 -0.9 0.2 0.09
H -1.349 -2.030 1.406 0.2 0.2 -0.4 0.09

=====

18
Properties=species:S:1:pos:R:3:forces:R:3:lowdin_charge:R:1 method="wB97M-V/def2-TZVPD" e_above_lowest_kj_mol=24.4 s_squared=0.76 spin_multiplicity=2 e_homo_ev="-14.06 / -14.06" fmax_ev_per_a=1.7 charge=+1
C -1.483 1.608 0.037 -0.3 1.0 -1.3 -0.01
C -1.671 0.215 0.347 0.5 0.4 1.1 0.03
N -1.836 -0.390 -0.805 -0.7 -0.1 -0.2 0.15
C -1.824 0.592 -1.786 1.6 -0.1 -0.4 -0.02
N -1.556 1.791 -1.282 -0.5 -0.4 0.2 0.13
H -1.381 2.513 0.612 0.2 -0.4 0.8 0.14
H -1.613 -0.228 1.329 -0.2 -0.4 -0.2 0.15
H -1.982 -1.384 -0.939 0.2 0.0 0.0 0.19
H -1.689 0.350 -2.833 -0.6 -0.1 0.0 0.16
H 0.564 -1.817 1.448 0.2 -0.3 0.0 0.05
H 0.638 -2.930 0.373 0.2 0.3 0.1 0.07
O 0.187 -2.109 0.612 -0.7 0.1 -0.1 -0.06
H 1.991 -0.641 -0.039 0.2 0.0 -0.2 -0.02
H 3.456 -0.914 0.316 0.0 -0.1 -0.2 0.04
O 2.728 -1.237 -0.228 0.0 0.0 0.3 -0.07
H 1.778 2.223 0.606 -0.1 -0.1 -0.3 0.07
H 2.136 1.066 1.489 -0.3 -0.1 -0.2 0.06
O 1.555 1.291 0.744 0.2 0.3 0.5 -0.05

=====

19
Properties=species:S:1:pos:R:3:forces:R:3:lowdin_charge:R:1 method="wB97M-V/def2-TZVPD" e_above_lowest_kj_mol=268.4 e_homo_ev=-9.12 smiles=CC(C)[C@@H](N)NO fmax_ev_per_a=2.8
C -0.520 0.250 0.625 0.1 1.2 -1.4 -0.36
C 0.500 -0.089 1.707 0.1 0.1 -0.6 -0.09
C -1.587 -0.838 0.522 0.3 0.1 -0.2 -0.09
H -1.017 1.182 0.916 0.0 0.0 0.1 0.12
H 1.302 -0.710 -0.437 0.4 -0.5 -2.2 0.11
H 0.016 -0.140 2.682 0.0 0.0 0.0 0.08
H -2.367 -0.553 -0.182 0.0 -0.1 -0.1 0.08
H -1.147 -1.779 0.193 0.0 -0.1 -0.1 0.07
H 1.298 0.653 1.751 0.1 0.0 0.1 0.07
H 0.947 -1.066 1.517 0.1 -0.1 0.1 0.08
H -2.059 -1.008 1.490 0.0 0.0 0.1 0.08
N 0.806 1.907 -0.782 0.7 0.9 0.4 0.05
C 0.123 0.664 -0.851 -2.4 -0.6 1.3 -0.42
O 0.211 -1.460 -1.936 -0.3 0.1 0.4 -0.09
N 0.978 -0.370 -1.399 1.1 -0.9 1.9 -0.06
H 0.465 -1.531 -2.865 0.2 0.3 0.3 0.09
H 1.491 2.021 -1.519 -0.2 -0.2 -0.1 0.08
H 1.299 2.088 0.084 -0.1 -0.2 0.1 0.06
H -0.740 0.779 -1.517 0.0 -0.1 0.0 0.13

=====

12
Properties=species:S:1:pos:R:3:forces:R:3:lowdin_charge:R:1 method="wB97M-V/def2-TZVPD" e_above_lowest_kj_mol=388.6 e_homo_ev="-7.94 / -8.24" fmax_ev_per_a=2.8
C 0.631 0.165 1.463 -0.8 1.3 1.5 -0.23
C -0.730 0.572 0.898 1.2 -2.2 1.2 -0.04
C -0.426 -0.604 -1.655 -0.8 -0.7 1.0 -0.72
O -0.269 0.473 -2.448 -0.5 0.3 0.2 -0.15
I 1.295 -1.793 -1.490 0.0 -0.3 -0.1 0.83
H 1.341 0.946 1.833 -0.6 -0.4 -0.7 0.08
H 0.416 -0.475 2.323 0.0 0.3 0.3 0.06
H 1.106 -0.550 0.864 1.2 -0.6 -1.4 -0.09
H -1.398 -0.116 1.495 -0.5 1.6 -1.6 0.07
H -0.924 1.510 0.398 -0.4 -0.2 0.2 0.04
H -1.378 -1.211 -1.689 1.2 1.1 -0.4 0.05
H 0.336 1.082 -1.992 -0.1 -0.2 -0.3 0.09

=====

25
Properties=species:S:1:pos:R:3:forces:R:3:lowdin_charge:R:1 method="wB97M-V/def2-TZVPD" e_homo_ev=-4.39 fmax_ev_per_a=5.3 charge=-1
C 0.944 -1.719 1.561 -0.7 -0.5 -0.4 -0.25
C 1.069 -1.970 0.148 -0.5 0.1 0.4 -0.29
C -0.251 -2.105 -0.386 0.2 -0.2 0.8 -0.26
H 2.001 -2.123 -0.398 -0.3 0.2 0.2 0.09
C -1.182 -2.014 0.696 0.9 0.3 -0.1 -0.17
C -0.446 -1.746 1.889 0.6 -0.5 -0.8 -0.19
H -0.870 -1.640 2.888 0.2 0.1 -0.4 0.09
H 1.772 -1.614 2.266 -0.4 0.1 -0.3 0.08
H -0.491 -2.311 -1.426 0.0 0.0 0.3 0.08
H -2.251 -2.208 0.621 0.2 0.4 0.0 0.08
Lu 0.392 0.538 0.072 0.3 -3.3 4.1 1.19
Cl 2.660 1.047 0.807 1.0 0.4 0.2 -0.16
C 0.051 2.506 -1.277 0.0 -0.1 -1.1 -0.23
C -1.162 1.751 -1.316 0.1 0.2 -1.2 -0.23
C -0.881 0.491 -1.922 0.0 0.9 -1.3 -0.25
H -2.147 2.107 -1.013 0.5 -0.3 0.2 0.10
C 0.514 0.467 -2.276 -0.5 1.0 -1.0 -0.24
C 1.086 1.717 -1.878 -0.8 0.4 -1.1 -0.27
H 2.117 2.034 -2.038 -0.4 -0.2 0.3 0.09
H 0.159 3.529 -0.914 0.0 -0.5 0.1 0.11
H -1.616 -0.279 -2.147 0.3 0.2 0.3 0.10
H 1.037 -0.331 -2.804 -0.2 0.2 0.4 0.11
O -0.922 1.337 4.143 -0.1 -0.1 -0.2 0.02
C -0.838 1.287 2.956 0.3 0.1 -1.8 -0.53
N -0.745 1.246 1.750 -0.7 0.8 2.5 -0.07

=====

109
Properties=species:S:1:pos:R:3:forces:R:3:lowdin_charge:R:1 method="wB97M-V/def2-TZVPD" e_homo_ev=-11.90 fmax_ev_per_a=1.2 charge=+1
C 1.116 2.583 2.811 -0.2 -0.1 -0.1 0.17
C 0.563 2.191 1.821 0.3 0.0 0.1 -0.11
C 0.011 1.615 0.599 0.0 -0.6 0.9 -0.17
C -0.569 0.175 0.895 -0.5 0.5 -0.4 -0.24
N -0.213 -0.461 2.116 0.1 0.0 -0.1 0.02
C -1.263 -0.315 3.152 -0.1 -0.6 -0.2 -0.18
C -2.391 -1.328 2.936 0.0 0.2 0.4 -0.21
C -3.305 -1.486 4.153 -0.4 0.3 -0.5 -0.22
C -4.257 -0.270 4.261 0.6 -0.5 0.0 -0.09
N -0.093 -0.534 -0.336 -0.1 -0.3 -0.4 0.06
C -0.509 -1.958 -0.572 -0.5 -0.3 0.4 -0.05
C -1.346 -2.072 -1.822 -0.3 0.0 -1.0 -0.40
C -2.680 -1.375 -1.860 0.1 0.5 0.4 -0.02
N -0.923 -2.753 -2.806 0.2 -0.1 0.6 0.19
C 1.336 -0.065 -0.651 0.6 1.0 0.1 -0.33
O 1.508 -0.480 -1.980 -0.3 -0.1 0.2 -0.04
N 2.664 -1.352 -2.247 0.3 -0.5 0.3 0.09
O 2.306 -2.350 -2.692 0.0 0.3 -0.3 0.13
C 2.386 -0.455 0.396 0.0 -0.5 0.2 -0.29
C 3.766 0.140 0.063 -0.1 -0.3 -0.4 -0.02
C 2.521 -1.941 0.765 0.6 0.4 0.6 -0.21
C 3.367 -2.062 2.048 -0.2 0.2 -0.2 -0.07
C 1.098 1.462 -0.531 -0.9 0.8 0.2 -0.15
C 0.684 2.187 -1.827 -0.2 0.1 0.0 -0.12
C 1.456 3.492 -2.096 -0.1 0.0 0.0 -0.14
C 0.554 4.718 -1.980 0.4 0.2 -0.2 -0.23
O -0.241 4.693 -0.809 -0.2 -0.1 0.1 -0.20
C 0.416 5.288 0.302 0.0 -0.1 0.0 -0.10
H 1.561 2.913 3.719 0.0 0.1 0.0 0.05
H -0.847 2.214 0.297 0.2 0.2 -0.4 0.13
H -1.656 0.225 0.750 -0.1 -0.1 0.2 0.15
H -0.090 -1.453 1.949 0.1 0.0 0.1 0.10
H -1.662 0.697 3.128 0.2 0.1 0.1 0.09
H -0.805 -0.496 4.121 0.1 0.1 0.0 0.13
H -1.963 -2.300 2.667 0.1 0.0 0.0 0.11
H -3.028 -0.988 2.112 0.0 -0.2 -0.2 0.11
H -2.734 -1.641 5.067 0.1 0.0 0.0 0.11
H -3.903 -2.373 3.963 0.0 -0.2 0.3 0.08
H -5.232 -0.564 3.891 -0.2 0.2 0.2 0.05
H -4.321 0.124 5.270 -0.2 0.0 0.1 0.08
H -3.886 0.524 3.612 -0.1 0.2 0.1 0.04
H -0.603 -0.023 -1.063 0.1 0.0 -0.1 0.15
H 0.327 -2.643 -0.589 0.2 0.2 -0.2 0.12
H -1.158 -2.233 0.264 0.1 0.0 0.1 0.13
H -3.375 -1.809 -1.141 0.0 0.0 0.1 0.10
H -3.129 -1.452 -2.841 0.0 -0.1 -0.1 0.07
H -2.606 -0.307 -1.620 0.0 0.0 0.1 0.08
H -1.620 -2.717 -3.548 0.0 -0.2 -0.1 0.07
H 2.038 0.024 1.313 -0.1 0.1 -0.1 0.12
H 4.383 -0.619 -0.418 0.1 0.0 0.1 0.08
H 3.709 0.970 -0.637 0.0 0.1 0.1 0.09
H 4.267 0.467 0.968 0.0 0.1 0.0 0.10
H 3.059 -2.478 -0.015 -0.4 -0.3 -0.2 0.10
H 1.557 -2.393 0.985 -0.1 -0.1 -0.3 0.08
H 3.161 -3.001 2.554 0.1 -0.1 0.0 0.08
H 4.430 -1.994 1.833 0.1 -0.1 0.1 0.06
H 3.118 -1.250 2.732 -0.1 0.0 0.1 0.09
H 1.936 1.995 -0.101 0.5 -0.4 -0.3 0.13
H 0.754 1.543 -2.701 0.2 -0.2 0.1 0.11
H -0.367 2.469 -1.738 -0.1 -0.1 -0.1 0.11
H 2.310 3.613 -1.428 0.0 -0.1 0.1 0.11
H 1.861 3.471 -3.107 0.1 0.1 0.0 0.12
H -0.094 4.776 -2.855 -0.3 -0.1 0.1 0.13
H 1.181 5.613 -1.981 0.0 0.1 -0.1 0.10
H 1.468 5.008 0.320 0.1 0.1 0.1 0.08
H 0.342 6.376 0.274 0.0 0.1 -0.1 0.09
H -0.062 4.930 1.210 -0.1 0.0 0.0 0.07
O -1.814 -5.441 -0.822 -0.1 0.2 0.0 -0.05
H -1.979 -6.000 -1.587 0.1 -0.1 0.0 0.04
H -1.258 -4.732 -1.161 0.1 -0.1 -0.2 -0.01
O 2.947 6.800 -0.649 0.1 -0.1 0.2 -0.06
H 2.386 7.580 -0.711 0.0 0.0 -0.2 0.02
H 3.831 7.141 -0.818 0.0 0.0 0.0 0.05
O 4.033 -3.852 -4.783 0.0 0.0 0.1 -0.05
H 3.416 -3.354 -4.236 0.0 -0.1 -0.1 -0.01
H 4.004 -4.744 -4.422 0.1 0.0 0.0 0.05
O -2.839 2.449 2.349 0.1 0.0 -0.2 -0.04
H -3.201 2.005 1.575 -0.2 0.1 0.0 0.05
H -2.275 3.146 1.991 0.0 0.1 0.1 0.04
O 4.593 -4.903 -7.646 -0.1 -0.1 0.0 -0.07
H 4.180 -4.920 -6.777 0.0 0.1 0.0 -0.01
H 4.709 -3.962 -7.835 0.2 0.0 -0.1 -0.01
O -6.086 2.218 4.923 0.2 -0.1 -0.1 -0.06
H -6.532 3.056 5.087 -0.2 0.0 -0.2 0.02
H -5.242 2.462 4.529 0.1 0.0 0.1 0.03
O 2.006 8.548 -2.892 -0.2 0.0 0.0 -0.05
H 2.168 8.113 -3.734 0.1 0.0 0.0 0.04
H 1.221 9.084 -3.045 0.0 0.1 0.0 0.04
O -6.623 0.161 1.981 0.0 0.1 -0.1 -0.06
H -6.448 0.927 2.544 0.0 -0.1 0.2 0.01
H -7.547 -0.049 2.147 0.0 0.0 0.0 0.04
O 6.848 -2.892 2.135 -0.1 0.0 -0.1 -0.06
H 6.911 -3.338 1.281 0.1 -0.1 0.0 0.01
H 7.198 -3.541 2.751 0.0 0.0 0.1 0.03
O 5.866 -2.421 -8.631 0.0 0.1 0.1 -0.05
H 6.739 -2.819 -8.719 0.0 -0.1 0.0 0.05
H 5.976 -1.742 -7.959 0.0 0.0 0.0 0.05
O -8.053 3.958 3.770 -0.1 0.2 0.0 -0.05
H -8.225 3.620 2.887 0.0 -0.1 0.0 0.04
H -8.753 4.601 3.925 0.0 0.0 0.0 0.05
O -5.770 -3.818 3.435 0.0 0.0 -0.1 -0.05
H -5.939 -4.204 2.571 0.0 -0.1 0.0 0.04
H -6.477 -3.176 3.554 0.0 0.0 0.0 0.04
O -4.563 -3.394 -3.103 0.2 -0.2 -0.1 -0.05
H -4.570 -3.949 -3.890 -0.1 0.0 0.0 0.05
H -4.172 -3.958 -2.424 -0.1 0.0 0.0 0.03
O 7.549 -5.363 0.445 -0.1 0.0 0.0 -0.05
H 7.601 -5.782 -0.419 0.0 0.0 0.0 0.04
H 7.902 -6.020 1.053 0.0 0.0 0.0 0.05

=====

16
Properties=species:S:1:pos:R:3:forces:R:3:lowdin_charge:R:1 method="wB97M-V/def2-TZVPD" e_above_lowest_kj_mol=375.6 e_homo_ev=-8.83 smiles=C[Si](C)(C)C#CBr fmax_ev_per_a=12.6
C -0.880 -0.704 1.691 -8.7 5.8 4.1 -0.11
C -2.050 -0.021 2.333 9.8 -5.5 -5.6 -0.78
C 0.891 1.551 0.152 2.0 -0.3 -0.4 -0.22
C 1.487 -1.617 -0.238 -3.0 0.4 1.1 -0.18
C -1.033 -0.032 -1.435 1.2 -0.1 1.4 -0.18
Si 0.132 -0.223 0.110 -0.2 0.0 -0.3 0.51
Br -3.364 0.440 3.413 -0.5 0.1 0.5 0.76
H 0.145 2.311 -0.227 0.9 -0.7 0.9 0.04
H 1.531 1.815 1.053 -1.5 0.0 -0.6 0.04
H 1.773 1.545 -0.596 -1.5 -0.1 0.5 0.04
H 2.221 -1.676 0.561 -0.2 -0.6 0.2 0.02
H 0.924 -2.553 -0.572 1.3 1.1 0.6 0.06
H 1.952 -1.103 -1.016 1.0 0.3 -1.9 -0.03
H -1.491 0.923 -1.452 -0.6 1.2 0.7 0.00
H -0.403 0.077 -2.302 0.3 -0.8 -0.6 0.02
H -1.836 -0.732 -1.475 -0.2 -0.9 -0.5 0.01